1.
Formula: C26H50OP2SiZr
Source: the OMol25 dataset
Level of theory: ωB97M-V/def2-TZVPD

E   -2114.61558 hartree
LUMO energy   -0.300 hartree
Kohn-Sham gap   5.341 eV

```
! wB97M-V def2-TZVPD RIJCOSX def2/J DEFGRID3
* xyz 2 1
Zr 1.47 -0.65 1.05
C 2.75 0.37 2.51
C 1.68 -0.32 3.19
C 2.97 -1.91 2.06
C 3.54 -0.59 1.80
C 1.84 -1.74 2.93
C 3.04 1.84 2.61
H 2.13 2.41 2.82
H 3.47 2.23 1.68
H 3.75 2.04 3.42
C 4.76 -0.34 0.98
H 4.85 0.72 0.72
H 4.71 -0.90 0.04
H 5.67 -0.64 1.51
C 3.53 -3.20 1.54
H 4.33 -3.57 2.19
H 3.93 -3.06 0.53
H 2.75 -3.97 1.48
C 1.02 -2.84 3.53
H 1.50 -3.22 4.44
H 0.90 -3.67 2.84
H 0.03 -2.48 3.81
C 0.71 0.29 4.16
H 1.09 0.23 5.19
H -0.25 -0.23 4.13
H 0.53 1.34 3.93
C -3.61 3.29 -2.35
C -3.59 3.89 -1.15
C -4.65 3.97 -0.09
C -5.82 2.96 -0.17
C -5.36 1.53 -0.10
C -4.92 0.74 -1.09
C -4.75 1.03 -2.56
C -4.72 2.51 -3.00
H -5.07 4.99 -0.08
H -6.41 3.15 -1.07
H -4.16 3.85 0.88
H -5.69 2.97 -2.82
H -2.69 3.35 -2.94
H -2.66 4.40 -0.88
H -4.58 2.53 -4.08
H -3.81 0.55 -2.89
H -4.63 -0.27 -0.81
H -5.54 0.51 -3.12
H -6.48 3.16 0.68
H -5.37 1.09 0.90
P 0.41 1.05 -0.03
C 1.18 2.01 -1.39
C -0.48 2.37 0.89
P -0.62 -1.34 0.44
C -0.94 0.02 -0.78
C -2.04 -1.25 1.61
C -0.94 -2.93 -0.42
H 1.84 1.33 -1.94
H 1.79 2.81 -0.96
H 0.43 2.44 -2.07
H -1.29 2.80 0.29
H 0.22 3.17 1.15
H -0.89 1.96 1.82
H -1.90 -2.92 -0.96
H -0.96 -3.74 0.32
H -0.12 -3.10 -1.11
H -0.59 -0.33 -1.76
H -1.95 0.44 -0.86
H -2.08 -2.17 2.20
H -2.99 -1.14 1.07
H -1.91 -0.41 2.29
C 2.67 -0.58 -3.47
Si 2.76 -1.90 -2.16
C 1.79 -3.36 -2.82
C 4.55 -2.48 -2.19
O 2.27 -1.40 -0.69
H 3.02 -1.00 -4.43
H 3.34 0.26 -3.20
H 1.62 -0.24 -3.59
H 2.26 -3.69 -3.77
H 1.81 -4.19 -2.09
H 0.76 -3.05 -3.06
H 5.24 -1.65 -1.94
H 4.71 -3.33 -1.51
H 4.79 -2.81 -3.21
*
```

Löwdin atomic charge list, values in e, 8 entries: atom 1 (Zr): 1.32, atom 2 (C): -0.33, atom 3 (C): -0.33, atom 4 (C): -0.30, atom 5 (C): -0.30, atom 6 (C): -0.33, atom 7 (C): 0.00, atom 8 (H): 0.08

***

2.
Formula: C4H13N2
Source: the OMol25 dataset
Level of theory: ωB97M-V/def2-TZVPD

E   -268.79498 hartree
LUMO energy (alpha / beta)   -0.463 / -0.501 hartree
Kohn-Sham gap (alpha / beta)   6.052 / 4.951 eV

```
! wB97M-V def2-TZVPD RIJCOSX def2/J DEFGRID3
* xyz 2 2
C 1.80 -1.33 -0.45
C 1.11 -0.10 0.21
C -0.12 0.26 -0.64
C -1.18 -0.84 -0.81
N -1.96 -1.10 0.41
N -0.20 2.46 1.17
H 1.50 -2.35 -0.21
H 2.84 -1.22 -0.09
H 1.86 -1.00 -1.50
H 1.72 0.78 0.01
H 0.95 -0.14 1.29
H 0.18 0.76 -1.57
H -1.82 -0.62 -1.67
H -0.63 -1.80 -0.92
H -2.99 -1.19 0.42
H -0.11 3.44 0.89
H -1.72 -0.38 1.10
H -0.40 1.81 0.41
H -0.85 2.57 1.95
*
```

Löwdin atomic charge list, values in e, 8 entries: atom 1 (C): -0.01, atom 2 (C): -0.20, atom 3 (C): 0.13, atom 4 (C): -0.08, atom 5 (N): 0.39, atom 6 (N): 0.15, atom 7 (H): 0.11, atom 8 (H): 0.13